Entry 1:
Entry from OMol25: a structure of composition C11H14As2F6NO10S3Ta (wB97M-V/def2-TZVPD).

Properties
M = 861.2 g/mol
ΔE to the lowest compared entry with this formula, charge and spin = 0.0 kJ/mol
lowest unoccupied orbital energy = -8.4 eV
charge = +2
highest occupied orbital energy = -15.383 eV

Each line ends with the Mulliken charge.
CARTESIAN COORDINATES (ANGSTROEM)
Ta  0.914  0.881  -0.837  2.58
As  0.342  -1.003  0.944  0.39
As  -1.857  1.084  0.773  1.13
S  3.574  1.681  -0.884  0.89
S  1.439  2.865  -2.415  0.87
S  -0.804  -0.762  -2.273  1.29
F  3.038  4.914  -2.844  -0.14
F  3.196  1.697  1.679  -0.20
F  4.582  3.200  0.990  -0.14
F  3.254  3.324  -4.282  -0.12
F  5.179  1.113  1.058  -0.15
F  1.525  4.612  -4.353  -0.12
O  -1.137  -1.096  -3.594  -0.56
O  4.528  1.909  -1.895  -0.45
O  1.550  1.451  -2.904  -0.51
O  -2.875  1.806  -0.420  -0.47
O  -0.114  1.757  0.508  -1.01
O  -0.870  0.729  -1.863  -0.58
O  2.926  0.284  -0.727  -0.68
O  0.122  3.316  -2.121  -0.45
O  0.654  -1.006  -1.849  -0.62
O  -2.327  1.443  2.265  -0.65
N  2.220  2.695  -0.881  -0.55
C  -2.459  -1.606  2.839  -1.52
C  0.501  -0.490  2.805  -1.13
C  -1.752  -1.453  -1.004  -0.06
C  4.206  1.961  0.880  0.79
C  -3.201  -2.917  0.895  -0.70
C  -3.049  -3.409  -0.331  -1.12
C  -2.378  -2.602  -1.318  -0.17
C  -2.756  -1.550  1.340  0.63
C  2.435  4.067  -3.616  0.74
C  -1.649  -0.909  0.421  -0.27
C  0.751  -2.885  0.969  -1.16
H  -2.325  -0.620  3.273  0.32
H  -3.445  2.434  0.057  0.39
H  -0.026  -3.346  1.578  0.41
H  1.726  -3.028  1.432  0.49
H  -3.309  -2.073  3.335  0.53
H  -0.185  0.310  3.077  0.37
H  0.325  -1.376  3.408  0.53
H  -3.428  -4.381  -0.609  0.49
H  -2.365  -2.936  -2.351  0.57
H  -3.736  -3.491  1.644  0.45
H  -1.591  -2.229  3.054  0.33
H  1.522  -0.144  2.969  0.50
H  0.761  -3.323  -0.026  0.40
H  -3.632  -0.898  1.204  0.44


Entry 2:
Entry from OMol25: a cluster of 8 separate species, C3H20O8S in total (wB97M-V/def2-TZVPD).

Properties
M = 216.3 g/mol
lowest unoccupied orbital energy (alpha / beta) = 2.9 / 2.8 eV
charge = -1
spin multiplicity = 2
highest occupied orbital energy (alpha / beta) = -0.880 / -4.317 eV
⟨S²⟩ = 0.75

Each line ends with the Löwdin spin population.
CARTESIAN COORDINATES (ANGSTROEM)
S  -0.649  3.083  1.235  0.03
O  -3.202  -1.232  2.523  0.00
O  0.080  -1.534  3.198  0.01
O  -1.819  -1.359  0.260  0.30
O  2.512  -1.220  1.793  0.01
O  -2.014  0.356  -2.866  0.01
O  2.752  -1.309  -0.966  0.01
O  0.679  -0.615  -4.003  0.00
O  2.984  0.576  -2.905  0.00
C  -1.097  1.521  0.310  0.03
C  -0.653  -0.862  -0.030  0.45
C  -0.171  0.368  0.705  0.08
H  3.578  1.327  -2.861  0.00
H  2.634  -1.196  0.003  0.00
H  -0.202  0.288  1.796  0.01
H  -0.173  -2.310  3.721  0.00
H  0.854  0.569  0.385  0.00
H  1.423  -0.292  -3.462  0.00
H  -0.943  1.823  -0.709  0.00
H  -3.799  -0.490  2.431  0.00
H  2.410  -0.315  2.099  0.00
H  1.717  -1.675  2.113  0.00
H  3.253  -2.125  -1.048  0.00
H  -2.642  -1.301  1.705  0.00
H  -0.521  -1.713  2.446  0.00
H  -0.459  2.558  2.442  0.00
H  -1.068  0.314  -3.060  0.00
H  -2.111  1.263  0.588  0.00
H  3.002  0.097  -2.051  0.00
H  0.718  -0.253  -4.888  0.00
H  -2.245  -0.552  -2.950  0.00
H  -0.063  -1.170  -0.897  0.04


Entry 3:
Entry from OMol25: the ion C7H13N2O2 with charge +1 (wB97M-V/def2-TZVPD).

Properties
M = 157.2 g/mol
ΔE to the lowest compared entry with this formula, charge and spin = 651.5 kJ/mol
lowest unoccupied orbital energy (alpha / beta) = -5.8 / -5.8 eV
charge = +1
highest occupied orbital energy (alpha / beta) = -11.139 / -11.145 eV

Each line ends with the Mulliken charge.
CARTESIAN COORDINATES (ANGSTROEM)
O  0.909  -0.058  0.538  -0.06
O  1.796  -2.008  0.424  -0.47
N  3.271  -0.328  0.056  -0.06
N  0.545  1.210  -0.044  -0.59
C  1.903  -0.837  0.304  0.46
C  -0.462  1.653  0.664  -0.39
C  -1.938  0.990  -0.087  -1.22
C  -1.997  -0.442  -0.257  1.02
C  -2.290  -1.265  0.903  -0.98
C  -1.521  -0.892  -1.490  -1.48
C  3.825  0.815  -0.308  0.00
H  -0.494  1.262  1.683  0.42
H  -1.326  -1.950  -1.581  0.39
H  3.464  1.821  -0.463  0.32
H  -1.222  -1.675  1.106  0.22
H  -2.043  -0.405  -2.256  0.44
H  3.925  -1.080  0.304  0.32
H  -0.481  -0.511  -1.649  0.31
H  -2.720  -0.612  1.664  0.35
H  -1.773  1.493  -1.048  0.43
H  -2.653  1.277  0.645  0.44
H  4.903  0.976  -0.111  0.26
H  -0.679  2.657  0.426  0.48
H  -2.942  -2.089  0.577  0.39


no.,calculated total energy (eV)
1,-205620.2959
2,-30651.1594
3,-14531.8395